Computed, not measured: a cluster of 6 separate species, C35H35BrF40NO6 in total in a non-equilibrium geometry, with ωB97M-V/def2-TZVPD.

```
! wB97M-V def2-TZVPD RIJCOSX def2/J DEFGRID3
* xyz 1 1
C 4.827 6.434 -1.930
C 5.064 5.255 -2.075
C 5.220 3.742 -2.477
C 3.756 3.175 -2.601
N 3.230 2.835 -3.747
C 1.833 2.270 -3.654
C 1.259 2.676 -2.233
Br 0.478 1.151 -1.242
C 0.550 4.099 -2.198
C -0.779 4.189 -3.058
C -2.074 3.683 -2.282
O -0.997 5.604 -3.350
C 2.671 2.902 -1.501
H 4.276 7.412 -1.919
H 5.679 3.712 -3.504
H 5.835 3.204 -1.693
H 3.780 2.968 -4.602
H 2.056 1.156 -3.711
H 1.274 2.681 -4.542
H 0.415 4.479 -1.138
H 1.296 4.819 -2.682
H -0.702 3.621 -4.042
H -2.887 3.367 -3.002
H -1.872 2.806 -1.607
H -2.455 4.555 -1.671
H -0.576 6.058 -2.593
H 2.641 3.823 -0.837
H 3.007 2.097 -0.782
C 3.957 -1.982 -3.215
C 2.447 -2.189 -2.983
C 1.937 -1.884 -1.575
F 2.498 -2.674 -0.643
F 0.597 -2.097 -1.500
F 2.114 -3.442 -3.357
F 1.794 -1.351 -3.850
O 4.784 -3.141 -3.150
C 5.239 -3.541 -1.880
C 4.716 -4.923 -1.480
F 3.366 -4.949 -1.445
F 5.147 -5.258 -0.243
F 4.948 -2.587 -0.971
F 6.585 -3.579 -1.962
H 4.058 -1.645 -4.250
H 4.361 -1.161 -2.616
H 2.121 -0.840 -1.304
H 5.053 -5.686 -2.185
C 5.649 -5.873 -6.102
C 6.008 -6.907 -5.017
C 6.906 -8.060 -5.465
F 6.336 -8.811 -6.424
F 7.152 -8.891 -4.421
F 4.866 -7.369 -4.453
F 6.665 -6.229 -4.028
O 4.379 -6.020 -6.740
C 4.302 -6.896 -7.835
C 3.362 -8.076 -7.574
F 3.767 -8.803 -6.511
F 3.339 -8.911 -8.638
F 5.539 -7.284 -8.198
F 3.823 -6.164 -8.866
H 5.574 -4.912 -5.588
H 6.454 -5.736 -6.827
H 7.868 -7.691 -5.832
H 2.345 -7.727 -7.380
C -3.299 -2.394 -1.124
C -3.634 -1.114 -1.917
C -3.222 0.205 -1.264
F -3.836 0.411 -0.085
F -3.566 1.248 -2.062
F -4.952 -1.114 -2.217
F -2.977 -1.206 -3.112
O -4.353 -2.966 -0.349
C -4.551 -2.455 0.942
C -5.923 -1.797 1.106
F -6.087 -0.771 0.245
F -6.061 -1.288 2.356
F -3.535 -1.632 1.270
F -4.461 -3.511 1.780
H -3.076 -3.160 -1.870
H -2.377 -2.296 -0.546
H -2.137 0.245 -1.106
H -6.726 -2.517 0.931
C -6.257 1.160 4.576
C -6.527 0.813 6.053
C -7.863 1.289 6.621
F -7.982 2.631 6.598
F -7.978 0.915 7.920
F -5.492 1.260 6.808
F -6.499 -0.548 6.150
O -5.442 2.309 4.325
C -6.074 3.561 4.297
C -5.571 4.491 5.403
F -5.785 3.964 6.629
F -6.221 5.677 5.367
F -7.410 3.401 4.317
F -5.780 4.102 3.092
H -5.672 0.331 4.172
H -7.170 1.169 3.976
H -8.703 0.853 6.073
H -4.499 4.678 5.297
C -1.394 2.120 7.590
C -1.317 2.871 8.934
C -2.082 4.192 9.007
F -1.624 5.101 8.122
F -1.940 4.746 10.236
F -0.015 3.045 9.267
F -1.837 2.040 9.881
O -0.293 2.288 6.691
C -0.314 3.401 5.841
C 0.849 4.361 6.105
F 0.827 4.828 7.368
F 0.775 5.438 5.283
F -1.515 4.006 5.910
F -0.214 2.910 4.581
H -1.370 1.057 7.839
H -2.354 2.264 7.089
H -3.151 4.039 8.832
H 1.808 3.863 5.943
*
```

HOMO	-13.04	eV
E_LUMO	-0.16938	hartree
HOMO-LUMO gap	8.43	eV
maximum force	0.0607	Eh/bohr